1.
Computed, not measured: a molecular structure, C26H21BrN10O2S3Tc, with ωB97M-V/def2-TZVPD.

Calculated values
Orbital gap (spin up / spin down)   7.20 / 6.31 eV
E_HOMO (spin up / spin down)   -8.34 / -8.68 eV
Spin multiplicity   4

Geometry (Å):
Tc  0.82470  -0.72387  -1.16070
Br  -0.27587  -2.22063  2.38435
S  1.72482  -2.83676  -0.48917
S  1.14051  -1.72824  -3.32969
S  -3.63867  -2.16774  -0.69784
O  3.83493  0.23818  1.50202
O  2.54091  0.21773  -1.10823
N  0.65227  0.59937  0.61956
N  0.76563  -6.38044  -1.26589
N  1.42191  1.74795  0.37362
N  -3.11589  3.59383  -2.54830
N  0.10213  0.94190  -2.32666
N  -1.01410  2.69817  -3.47909
N  -1.13099  -1.62101  -0.99269
N  -1.19738  -2.99057  -0.98036
N  0.76188  -5.15568  -4.94607
N  -2.42361  0.29939  -1.11398
C  -2.68444  2.19944  1.95160
C  -2.62454  -5.25342  -2.36213
C  -1.88676  0.02616  3.02204
C  4.34718  3.16194  -0.73811
C  5.50083  3.74201  -0.22175
C  0.11019  0.55842  1.77554
C  -2.37203  -3.39527  -0.79496
C  -2.30031  -1.05122  -0.92293
C  -3.22901  4.01630  3.35468
C  1.06244  -5.31863  -1.47805
C  -2.41331  1.41370  3.06779
C  -2.79657  -4.82765  -0.93259
C  -3.07916  3.51462  2.06709
C  1.04277  -3.47434  -3.01847
C  -2.14128  3.15986  -3.01192
C  0.86224  -4.38704  -4.12529
C  -2.99519  3.23397  4.45414
C  -0.79798  -0.41158  2.37889
C  -0.43893  1.76948  -2.87599
C  1.22941  -3.92106  -1.75540
C  6.13804  3.08569  0.84615
C  -2.54845  1.91196  4.31579
C  4.35910  1.36262  0.93527
C  3.82096  2.01286  -0.20708
C  5.59254  1.93635  1.40234
C  2.48236  1.52875  -0.67634
H  -1.60690  0.85858  -0.98214
H  7.04572  3.49307  1.26060
H  1.87053  2.03084  1.23834
H  3.95531  3.57997  -1.66960
H  -3.22751  -6.11280  -2.59103
H  -3.31474  4.11505  1.18089
H  -2.12526  -5.40327  -0.25461
H  6.10619  1.43251  2.19831
H  2.19195  2.12868  -1.52799
H  -3.81196  -4.94364  -0.49840
H  -2.52929  1.75501  0.97927
H  -3.72130  4.98113  3.46964
H  -3.03870  -4.32972  -2.95073
H  -3.28820  0.76711  -0.86638
H  -1.56799  -5.45477  -2.63947
H  0.25145  1.55917  2.27159
H  -2.30691  -0.69279  3.69475
H  -3.09964  3.60126  5.44614
H  5.88864  4.62746  -0.67944
H  -2.33792  1.28900  5.16423
H  3.45325  -0.38731  0.86482



2.
Computed, not measured: a molecular structure, C4H5NO, with ωB97M-V/def2-TZVPD.

Calculated values
Orbital gap   9.78 eV
E_HOMO   -9.53 eV

Geometry (Å):
O  1.02568  -0.74792  -0.81140
N  0.55235  2.61069  -0.63051
C  0.18250  0.09814  0.02960
C  -1.28249  -0.27842  0.04875
C  0.40400  1.48887  -0.39007
C  1.13465  -0.51990  0.99519
H  2.02734  0.12239  1.03452
H  0.89065  -1.65978  -0.48356
H  -1.37765  -1.33217  0.32503
H  -1.75582  -0.10168  -0.92228
H  -1.80118  0.31980  0.80474



For each record above, in turn, the calculated relative energy (zero: lowest compared OMol25 entry of this formula, charge and spin) values are 39.4 439.0 kJ/mol.